Record 1
ORCA calculation (ωB97M-V/def2-TZVPD) on a cluster of 13 separate species, C26H78O13 in total in a non-equilibrium geometry.

Results
maximum force	0.0601	Eh/bohr
ΔE to the lowest compared entry with this formula, charge and spin	189.7	kJ/mol
HOMO	-9.467	eV
DFT total energy	-2015.3954	Eh
frontier orbital gap	9.85	eV

```
117
Properties=species:S:1:pos:R:3:mulliken_charge:R:1
C 4.41018 -0.18853 4.66713 -1.128
C 3.09009 -0.93725 4.70674 -0.389
O 2.31052 -0.70350 3.57512 -0.104
H 5.08079 -0.54247 3.88412 0.113
H 4.91730 -0.39068 5.61056 0.394
H 4.29931 0.89578 4.67577 0.324
H 2.51390 -0.53688 5.54089 0.392
H 3.19988 -1.99528 4.94468 0.312
H 2.82546 -0.96309 2.80762 0.057
C -3.62941 -2.91087 -4.83201 -1.268
C -3.75224 -1.36816 -4.64215 -0.038
O -2.58817 -1.05190 -3.87122 -0.441
H -3.57716 -3.50528 -3.91984 0.222
H -2.71545 -3.16124 -5.37062 0.348
H -4.49031 -3.33310 -5.35034 0.386
H -4.66112 -1.21124 -4.06126 0.240
H -3.74869 -0.78050 -5.56015 0.318
H -2.51933 -1.60139 -3.08704 0.275
C -3.60860 3.43325 -5.05868 -1.587
C -3.45162 1.94285 -4.82088 0.235
O -2.15264 1.70715 -4.21808 -0.517
H -3.45559 3.97950 -4.12793 0.281
H -4.62260 3.61429 -5.41520 0.382
H -2.89891 3.88453 -5.75206 0.351
H -3.53911 1.45663 -5.79249 0.250
H -4.18331 1.58155 -4.09825 0.243
H -2.19535 0.76366 -4.04603 0.370
C 1.31906 -3.97345 2.79728 -0.885
C 1.58772 -4.80863 1.53641 0.070
O 1.92904 -6.14869 1.98583 -0.582
H 1.32518 -2.91794 2.52533 0.065
H 2.08657 -4.12069 3.55710 0.392
H 0.32603 -4.21298 3.17758 0.442
H 2.41288 -4.31980 1.01850 -0.242
H 0.73077 -4.78410 0.86327 0.451
H 2.19255 -6.65596 1.21458 0.303
C -4.07548 1.25630 -0.99728 -1.056
C -4.05491 2.74015 -0.97255 0.656
O -5.09206 3.27461 -0.18220 -0.607
H -3.25411 0.92162 -1.63088 0.064
H -5.05656 0.86303 -1.26357 0.422
H -3.88893 0.83494 -0.00948 0.493
H -4.21451 3.09783 -1.98975 0.070
H -3.08825 3.10508 -0.62541 -0.386
H -4.78139 4.17326 -0.04990 0.351
C -0.05601 0.14296 -1.16454 0.311
C 0.53867 -1.04549 -0.37128 0.411
O -0.50703 -1.59526 0.41553 0.142
H -0.24456 0.92847 -0.43274 -0.339
H -1.00573 -0.12115 -1.62970 -0.554
H 0.73003 0.49158 -1.83440 0.459
H 1.29797 -0.60432 0.27442 -0.416
H 0.97621 -1.80763 -1.01612 0.128
H -0.48763 -1.31728 1.33420 0.005
C 3.95141 -3.21984 -1.84805 -0.805
C 3.77223 -1.81222 -2.27444 -0.304
O 3.90649 -0.87533 -1.14678 -0.413
H 3.23744 -3.40465 -1.04544 -0.043
H 4.97291 -3.35219 -1.49153 0.238
H 3.88124 -3.84811 -2.73600 0.439
H 2.79152 -1.72485 -2.74206 0.277
H 4.44842 -1.49537 -3.06845 0.465
H 3.84989 0.00680 -1.52127 0.186
C -2.24639 -1.63757 3.61459 -1.070
C -0.89923 -0.99938 3.96101 -0.270
O -0.29182 -0.46192 2.80948 -0.199
H -3.04802 -0.96728 3.30442 0.300
H -2.55494 -2.29558 4.42695 0.419
H -2.09078 -2.32406 2.78235 0.097
H -0.17679 -1.71580 4.35205 0.147
H -0.92075 -0.23217 4.73498 0.385
H 0.64570 -0.30824 2.94744 0.356
C 2.42401 2.03801 0.97620 0.309
C 3.59096 3.02356 1.23731 -0.567
O 3.16281 4.32031 1.00440 -0.473
H 2.02777 2.06933 -0.03874 0.301
H 1.64048 2.24658 1.70468 -0.233
H 2.64788 0.98959 1.17318 -0.310
H 4.43136 2.87076 0.56020 0.271
H 3.95469 2.95125 2.26228 0.335
H 3.77857 4.90422 1.45328 0.275
C -0.96888 3.62825 2.02069 -0.367
C -0.46845 5.04442 2.05521 -0.246
O -0.79311 5.56917 3.31681 -0.559
H -0.46122 2.88279 2.63279 0.242
H -0.83536 3.23112 1.01442 -0.215
H -2.03089 3.57660 2.26059 0.413
H -0.94257 5.59205 1.24071 0.255
H 0.60631 5.05232 1.87375 0.103
H -0.25219 5.07919 3.94045 0.342
C -4.83708 -2.65959 -1.03597 -0.840
C -3.42019 -3.02781 -0.53885 0.068
O -2.40984 -2.54768 -1.42601 -0.534
H -4.93038 -1.58729 -0.86395 -0.012
H -5.57838 -3.17865 -0.42840 0.426
H -5.05680 -2.93164 -2.06834 0.213
H -3.37994 -4.11686 -0.51745 0.327
H -3.27123 -2.73032 0.49913 0.016
H -1.70496 -2.26771 -0.83749 0.160
C 0.15005 5.41600 -1.78920 -1.447
C -0.90357 4.32343 -2.04313 1.013
O -0.67150 3.89443 -3.37929 -0.513
H 1.14886 4.99996 -1.92104 0.322
H 0.10504 5.82123 -0.77833 0.318
H -0.03430 6.23361 -2.48607 0.385
H -1.93271 4.63429 -1.86332 0.214
H -0.74719 3.54807 -1.29316 -0.496
H -1.27936 3.18936 -3.61379 0.341
C 5.20231 -3.22858 2.67127 -0.859
C 5.25296 -2.29364 1.50291 0.111
O 4.05769 -1.48306 1.60491 -0.274
H 4.30509 -3.84655 2.70592 0.033
H 5.25122 -2.64309 3.58937 0.164
H 6.06519 -3.89365 2.70617 0.433
H 5.26591 -2.82778 0.55284 -0.129
H 6.13872 -1.66721 1.60834 0.300
H 3.97032 -1.00532 0.77683 -0.007
```

Record 2
ORCA calculation (ωB97M-V/def2-TZVPD) on a structure of composition C53H54N5O4PtSTe in a non-equilibrium geometry.

Results
maximum force	0.0354	Eh/bohr
ΔE to the lowest compared entry with this formula, charge and spin	255.9	kJ/mol
multiplicity	2
HOMO (alpha / beta)	-7.284 / -7.520	eV
DFT total energy	-3412.2805	Eh
frontier orbital gap (alpha / beta)	6.62 / 6.34	eV

```
119
Properties=species:S:1:pos:R:3:mulliken_charge:R:1
Pt -0.24372 0.05411 0.02710 2.337
N 2.80327 0.53342 0.42368 0.455
C 3.00202 0.26881 1.75909 0.416
C 4.26532 0.17002 2.29549 -0.473
C 4.46319 -0.04422 3.66808 -0.844
C 3.40083 -0.16550 4.51388 -0.974
C 2.08630 -0.07152 4.00445 1.099
C 0.95353 -0.18363 4.84342 -0.856
C -0.29637 -0.09136 4.32202 -1.010
C -0.44261 0.12438 2.94052 -0.327
N 0.58523 0.24746 2.12760 0.049
C 1.86617 0.14652 2.62319 -0.392
H 3.56470 0.30294 -0.19510 0.266
H 1.89485 0.22768 0.10796 -0.950
H 5.12116 0.26715 1.63703 0.466
H 5.47375 -0.11301 4.05077 0.392
H 3.54486 -0.33272 5.57412 0.410
H 1.10548 -0.33406 5.90642 0.429
H -1.17877 -0.18315 4.93970 0.487
H -1.42265 0.22734 2.49822 0.473
O -2.88070 1.11268 -1.62450 -0.644
S -2.81321 0.03052 -0.60497 0.785
C -4.52113 -0.15332 0.03510 -1.006
C -5.25608 -1.15671 -0.86912 -0.621
C -4.38605 -1.40032 -2.10781 -0.743
C -2.98263 -1.51760 -1.54510 -0.496
H -4.91196 0.86124 -0.00648 0.430
H -4.44980 -0.47428 1.07446 0.349
H -6.24484 -0.79146 -1.14397 0.394
H -5.38866 -2.09943 -0.33439 0.290
H -4.41737 -0.53033 -2.76638 0.296
H -4.70087 -2.27622 -2.67464 0.439
H -2.18047 -1.56208 -2.28190 0.344
H -2.89144 -2.34832 -0.83537 -0.086
C 7.26580 3.93009 -4.22506 -1.613
C 5.94270 3.69345 -3.54386 0.778
C 5.14915 2.60115 -3.86449 -0.722
C 3.94043 2.35781 -3.21804 0.897
C 3.19295 1.10031 -3.57039 -1.074
C 3.47994 3.26436 -2.25497 0.016
Te 1.53633 3.03928 -1.14863 0.925
N -0.21060 2.02559 -0.08540 -0.274
C -1.15808 2.68753 0.58996 0.778
O -2.09975 2.11819 1.18079 -0.653
C -1.11458 4.19241 0.63905 -0.491
C -2.23956 4.90963 0.24900 -0.628
C -2.23020 6.29706 0.27965 -0.622
C -1.10430 6.97875 0.72464 -0.529
C -0.00161 6.26683 1.17533 -0.744
C -0.00712 4.87796 1.13383 0.349
C 0.31846 3.26736 -2.87221 1.166
C -0.37439 2.19701 -3.45354 0.153
C -0.21638 0.75575 -3.06279 -0.484
C -1.25720 2.47812 -4.49695 -1.098
C -1.43047 3.75701 -4.99798 0.597
C -2.36060 4.02207 -6.15308 -1.662
C -0.71284 4.79449 -4.41518 -1.098
C 0.14320 4.57708 -3.34496 1.064
C 0.85843 5.75288 -2.72818 -1.350
C 4.28453 4.35646 -1.89048 1.063
C 3.93699 5.36497 -0.81058 -1.875
C 5.49821 4.54847 -2.54722 -0.775
H 7.50615 3.11731 -4.90975 0.344
H 8.06885 4.00939 -3.49053 0.358
H 7.24711 4.86155 -4.79427 0.328
H 5.48804 1.90131 -4.62280 0.354
H 3.88243 0.32042 -3.89418 0.561
H 2.48387 1.28154 -4.38206 0.359
H 2.64152 0.73207 -2.70840 -0.416
H -3.11496 4.36595 -0.08589 0.479
H -3.10886 6.84811 -0.03271 0.412
H -1.09230 8.06201 0.73515 0.384
H 0.86314 6.78856 1.56908 0.411
H 0.82832 4.31764 1.53246 0.515
H -0.39085 0.60983 -1.98875 -1.235
H 0.76703 0.35882 -3.28180 0.307
H -0.94852 0.14130 -3.58319 0.527
H -1.82325 1.65974 -4.93005 0.273
H -2.81100 3.09778 -6.51209 0.344
H -1.82226 4.48711 -6.98101 0.366
H -3.16172 4.70312 -5.85919 0.353
H -0.83128 5.80315 -4.79957 0.404
H 0.60763 6.67414 -3.25292 0.489
H 1.94182 5.61677 -2.77511 0.106
H 0.57956 5.87085 -1.67746 0.076
H 3.00538 5.13883 -0.30098 0.019
H 3.85262 6.36574 -1.23984 0.383
H 4.73372 5.39570 -0.06478 0.521
H 6.11764 5.39350 -2.25661 0.425
O 0.85512 -2.15409 -1.91361 -0.710
C 0.33738 -2.68468 -0.94524 -0.350
N 0.16777 -4.02668 -0.74651 0.223
C -0.35678 -4.32052 0.57339 3.139
C -0.62618 -2.87276 1.07811 -0.176
O -1.15065 -2.58727 2.14252 -0.568
N -0.19478 -2.00361 0.14024 -0.302
C 0.66833 -5.04567 1.45810 -0.425
C 1.50329 -6.00661 0.89422 -0.212
C 2.43764 -6.67950 1.66713 -1.096
C 2.54501 -6.40667 3.02386 -0.395
C 1.70454 -5.46439 3.59642 -1.065
C 0.77109 -4.78712 2.82126 0.042
C -1.65358 -5.13555 0.52458 -0.431
C -2.49355 -5.19438 1.63489 -0.066
C -3.65132 -5.95750 1.59850 -1.068
C -3.98293 -6.68139 0.46025 -0.449
C -3.15092 -6.62698 -0.64696 -0.943
C -1.99577 -5.85496 -0.61547 -0.152
H 0.60103 -4.69684 -1.35354 0.351
H 1.42933 -6.24945 -0.15998 0.261
H 3.08206 -7.41805 1.20663 0.394
H 3.27828 -6.92627 3.62810 0.408
H 1.77478 -5.24878 4.65568 0.422
H 0.12944 -4.04436 3.27669 0.445
H -2.24810 -4.62420 2.52062 0.441
H -4.29726 -5.98886 2.46741 0.413
H -4.88338 -7.28268 0.43670 0.414
H -3.39714 -7.18682 -1.54098 0.408
H -1.36715 -5.81130 -1.49581 0.319
```

Record 3
ORCA calculation (ωB97M-V/def2-TZVPD) on a cluster of 10 separate species, C11H42O10 in total in a non-equilibrium geometry.

Results
maximum force	0.0445	Eh/bohr
ΔE to the lowest compared entry with this formula, charge and spin	6.3	kJ/mol
HOMO	-9.696	eV
DFT total energy	-1196.5979	Eh
frontier orbital gap	10.12	eV

```
63
Properties=species:S:1:pos:R:3:mulliken_charge:R:1
C 1.10776 0.48343 5.61433 -1.366
C 0.22685 1.28845 4.70603 0.532
C 0.61355 2.73558 4.67546 -1.317
O 0.34974 0.76002 3.38293 -0.375
H 2.19015 0.47211 5.54082 0.249
H 0.92722 -0.59244 5.53910 0.338
H 0.88884 0.76639 6.66005 0.417
H -0.82886 1.14477 4.94729 0.229
H 1.70141 2.80212 4.55837 0.326
H 0.42690 3.23825 5.68205 0.370
H 0.11979 3.23218 3.82848 0.324
H 1.08913 1.16328 2.90939 0.207
C -0.89959 -3.29961 -2.17198 -1.394
C -1.97953 -2.26002 -2.12745 0.841
C -2.86155 -2.39978 -0.91357 -1.273
O -1.41450 -1.01144 -2.42249 -0.108
H -1.35048 -4.24833 -2.41757 0.477
H -0.43715 -3.32579 -1.21676 0.147
H -0.13267 -3.12235 -2.86658 0.345
H -2.69288 -2.43693 -2.89802 0.243
H -3.76119 -1.75730 -0.93017 0.308
H -2.36373 -2.20030 0.03617 0.060
H -3.20136 -3.42518 -0.84693 0.438
H -0.73600 -0.74315 -1.81494 0.023
C -0.26622 -2.68077 2.23638 -0.778
O 0.47188 -1.80323 1.38022 -0.369
H -0.79139 -3.29730 1.49263 0.290
H 0.41579 -3.37849 2.77239 0.300
H -1.00976 -2.17696 2.89867 0.240
H 0.91773 -1.18773 1.95700 0.192
C -1.91534 0.63097 -5.33733 -0.442
O -2.31168 1.32476 -4.14449 -0.510
H -1.92556 1.36394 -6.16633 0.291
H -0.90875 0.29263 -5.30786 0.117
H -2.57034 -0.27587 -5.59241 0.224
H -2.13529 0.67495 -3.41022 0.305
C 2.17249 1.06119 -4.54454 -0.109
O 3.48037 0.57577 -4.20323 -0.565
H 2.20582 2.08547 -4.80535 0.337
H 1.75260 0.50964 -5.35061 0.255
H 1.58292 0.87177 -3.64189 -0.250
H 3.35844 -0.10375 -3.56338 0.317
C -0.26182 2.52233 -1.43643 -0.819
O 0.13755 1.13275 -1.10867 -0.226
H -1.35118 2.84541 -1.27879 0.205
H 0.31407 3.19646 -0.82183 0.337
H -0.04337 2.59243 -2.48587 0.262
H -0.30211 1.00449 -0.22725 0.186
C -2.76788 1.27351 1.16556 -0.701
O -1.39045 1.53611 1.29923 -0.443
H -3.02748 0.36116 1.73486 0.276
H -3.35070 2.04393 1.63649 0.310
H -3.02748 1.05502 0.11888 0.220
H -1.03082 1.09735 2.08474 0.342
O 3.06367 -0.02345 2.85037 -0.582
H 3.40305 0.13231 1.92603 0.388
H 3.44105 0.70413 3.35227 0.324
O 3.96488 0.30316 0.24025 -0.741
H 3.50481 -0.49197 -0.09483 0.313
H 4.66066 0.58352 -0.39109 0.304
O 1.70942 -1.34508 -1.17318 -0.585
H 1.35906 -0.47313 -1.13431 0.404
H 1.48953 -1.80138 -0.38007 0.339
```